one | 88
Properties=species:S:1:pos:R:3:mulliken_spin:R:1 method="wB97M-V/def2-TZVPD" lumo_energy_ha="-0.079 / -0.087" charge=+1 multiplicity=4 gap_ev="8.494 / 8.529" s2=3.76 e_homo_ev="-10.6559 / -10.8907"
V 0.2097 -0.1308 0.4609 2.771
C 5.5736 1.0300 0.3328 -0.001
N 4.3123 0.5899 0.9106 0.009
C 3.2132 0.1980 0.2958 0.068
N 2.2351 0.0053 1.1781 -0.105
C 2.8392 0.3149 2.3668 0.038
N 4.0917 0.6736 2.2406 -0.002
C 6.6231 -0.0525 0.2183 0.001
C 7.9613 0.3180 0.1533 0.000
C 8.9442 -0.6427 -0.0321 0.000
C 8.6018 -1.9792 -0.1652 0.000
C 7.2644 -2.3508 -0.0999 0.000
C 6.2776 -1.3893 0.1009 -0.004
C 6.8921 -3.7558 -0.2733 0.000
N 7.6530 -4.7777 -0.4402 0.000
N 6.8116 -5.8736 -0.5896 0.000
C 5.6106 -5.4252 -0.4973 0.000
O 5.5735 -4.0815 -0.2916 0.000
C 4.3433 -6.1534 -0.5706 0.000
C 4.3460 -7.5402 -0.6563 0.000
C 3.1383 -8.2186 -0.7025 0.000
C 1.9404 -7.5225 -0.6505 0.000
C 1.9358 -6.1350 -0.5605 0.001
C 0.6112 -5.4202 -0.4168 0.001
N 0.6394 -4.0140 -0.7879 0.003
C 0.9391 -2.9666 -0.0446 0.088
N 0.7116 -1.8470 -0.7218 -0.035
C 0.2447 -2.3057 -1.9190 0.006
N 0.1907 -3.6093 -2.0001 -0.001
C 3.1408 -5.4531 -0.5296 -0.003
H 5.9246 1.8463 0.9622 0.000
H 5.3547 1.4379 -0.6563 0.000
H 3.1350 0.0578 -0.7702 0.000
H 2.3377 0.2775 3.3136 0.003
H 8.2390 1.3600 0.2538 0.000
H 9.9833 -0.3467 -0.0752 0.000
H 9.3546 -2.7393 -0.3209 0.000
H 5.2433 -1.7022 0.1579 0.003
H 5.2894 -8.0667 -0.6878 0.000
H 3.1289 -9.2971 -0.7774 0.000
H 1.0022 -8.0626 -0.6801 0.000
H 0.2712 -5.4814 0.6188 0.000
H -0.1493 -5.8768 -1.0474 0.000
H 1.2848 -3.0324 0.9742 0.003
H -0.0587 -1.6605 -2.7265 0.000
H 3.1664 -4.3732 -0.4738 0.002
C 2.2621 3.3855 -1.2362 0.014
As 0.6308 2.5391 -0.6015 0.001
C 0.1919 3.7493 0.8652 0.008
C -0.6601 3.0617 -1.9392 0.050
C -0.3869 4.0746 -2.8609 -0.006
C -1.3148 4.4067 -3.8324 0.000
C -2.5226 3.7297 -3.8936 0.000
C -2.7942 2.7306 -2.9770 -0.006
C -1.8628 2.3948 -1.9938 -0.022
As -2.2623 1.0343 -0.6766 0.062
C -3.7240 1.9328 0.2481 0.003
C -3.2286 -0.2735 -1.7496 -0.002
H 2.1386 4.4617 -1.3438 0.001
H 2.5659 2.9518 -2.1883 0.000
H 3.0393 3.2015 -0.4926 -0.002
H 0.1122 4.7727 0.5010 -0.001
H 0.9745 3.6886 1.6219 0.001
H -0.7542 3.4520 1.3177 0.001
H 0.5525 4.6095 -2.8307 0.000
H -1.0943 5.1922 -4.5423 0.000
H -3.2511 3.9819 -4.6520 0.000
H -3.7411 2.2052 -3.0256 0.000
H -4.6096 1.9281 -0.3860 0.000
H -3.4274 2.9628 0.4420 0.000
H -3.9452 1.4321 1.1862 0.000
H -4.2288 0.0709 -2.0084 0.000
H -3.3078 -1.1914 -1.1689 0.000
H -2.6648 -0.4742 -2.6605 0.000
F -2.9270 -2.9273 3.0321 0.000
C -2.8307 -1.5965 3.0907 -0.005
F -3.6249 -1.0897 2.1432 0.000
F -3.2952 -1.1926 4.2781 0.000
C -1.3602 -1.1444 2.8503 -0.020
O -1.0609 -1.2338 1.5495 0.022
C -1.2184 0.3306 3.3433 0.024
F -0.1759 0.9160 2.6612 0.010
F -0.9712 0.4745 4.6359 0.001
F -2.2849 1.0681 3.0309 0.000
C -0.4126 -2.0616 3.6886 0.016
F -0.7875 -2.2214 4.9550 0.001
F -0.3128 -3.2708 3.1282 0.000
F 0.8353 -1.5476 3.6866 0.005

=====

two | 88
Properties=species:S:1:pos:R:3:mulliken_spin:R:1 method="wB97M-V/def2-TZVPD" lumo_energy_ha="-0.079 / -0.080" charge=+1 multiplicity=4 gap_ev="8.451 / 8.788" s2=3.76 e_homo_ev="-10.6101 / -10.9664"
V 0.5458 -1.2423 -0.1725 2.794
C -4.8516 0.5406 -0.0690 -0.001
N -3.6165 -0.1845 0.2100 0.003
C -2.4115 -0.0223 -0.3226 0.067
N -1.5312 -0.7901 0.3087 -0.075
C -2.2943 -1.4171 1.2525 0.044
N -3.5543 -1.0710 1.2274 0.000
C -5.0295 1.7205 0.8517 0.000
C -6.1806 1.8659 1.6115 0.000
C -6.3326 2.9681 2.4461 0.000
C -5.3353 3.9218 2.5345 0.000
C -4.1769 3.7727 1.7744 0.000
C -4.0316 2.6798 0.9348 0.000
C -3.1090 4.7671 1.8633 0.000
N -3.0696 5.8586 2.5362 0.000
N -1.8192 6.4331 2.2741 0.000
C -1.2220 5.6344 1.4665 0.000
O -1.9710 4.5466 1.1506 0.000
C 0.1130 5.7533 0.8793 0.000
C 0.9106 6.8386 1.2197 0.000
C 2.1774 6.9509 0.6700 0.000
C 2.6465 5.9852 -0.2058 0.000
C 1.8468 4.8988 -0.5490 0.000
C 2.4008 3.8934 -1.5312 -0.002
N 1.6436 2.6476 -1.5976 0.001
C 1.5831 1.6581 -0.7153 0.084
N 0.7868 0.6960 -1.1711 -0.081
C 0.3795 1.1844 -2.3753 0.051
N 0.8686 2.3621 -2.6669 -0.001
C 0.5781 4.7859 -0.0080 -0.001
H -5.6661 -0.1719 0.0396 0.000
H -4.8036 0.8554 -1.1129 0.000
H -2.2079 0.6457 -1.1439 -0.003
H -1.8892 -2.1353 1.9409 0.002
H -6.9603 1.1165 1.5610 0.000
H -7.2319 3.0750 3.0367 0.000
H -5.4368 4.7787 3.1858 0.000
H -3.1264 2.5838 0.3482 0.000
H 0.5318 7.5788 1.9106 0.000
H 2.8050 7.7919 0.9306 0.000
H 3.6416 6.0781 -0.6241 0.000
H 3.4311 3.6417 -1.2775 0.000
H 2.3928 4.2863 -2.5470 0.000
H 2.1123 1.6591 0.2249 0.012
H -0.2758 0.6483 -3.0428 -0.007
H -0.0656 3.9568 -0.2709 0.001
C 4.6991 -1.9928 -0.8050 0.015
As 2.8235 -2.0457 -1.2864 0.004
C 2.9646 -1.3357 -3.0987 0.018
C 2.5268 -3.9312 -1.6678 0.034
C 3.5743 -4.8462 -1.6883 -0.004
C 3.3306 -6.1847 -1.9564 0.000
C 2.0397 -6.6183 -2.2149 0.000
C 0.9908 -5.7124 -2.1938 -0.005
C 1.2248 -4.3712 -1.9111 -0.001
As -0.2398 -3.1006 -1.8256 0.016
C -0.8260 -3.0631 -3.6733 0.006
C -1.6525 -4.1211 -0.9808 0.011
H 4.8779 -2.5580 0.1054 -0.001
H 4.9695 -0.9515 -0.6335 0.001
H 5.3047 -2.3875 -1.6196 -0.001
H 3.6205 -1.9658 -3.6976 -0.001
H 3.3708 -0.3245 -3.0559 0.002
H 1.9799 -1.2949 -3.5636 -0.013
H 4.5879 -4.5262 -1.4852 0.000
H 4.1510 -6.8899 -1.9606 0.000
H 1.8474 -7.6619 -2.4243 0.000
H -0.0153 -6.0648 -2.3887 0.000
H -0.9887 -4.0837 -4.0164 -0.001
H -0.0716 -2.5897 -4.2985 -0.001
H -1.7582 -2.5035 -3.7462 -0.001
H -1.8816 -5.0188 -1.5520 -0.002
H -2.5439 -3.4981 -0.9140 0.002
H -1.3280 -4.3889 0.0235 0.002
F -0.2316 -0.4623 3.3547 0.000
C 0.9938 -0.7418 2.9268 0.020
F 1.1477 -0.0273 1.7478 0.026
F 1.8690 -0.2397 3.7873 0.002
C 1.1629 -2.2561 2.5827 -0.032
O 0.5391 -2.4525 1.4168 0.003
C 2.6908 -2.5580 2.5103 0.004
F 2.9244 -3.6629 1.8010 0.000
F 3.2660 -2.6896 3.7041 0.001
F 3.3258 -1.5464 1.8715 0.007
C 0.5349 -3.1344 3.7066 0.001
F 0.8633 -2.6947 4.9269 0.000
F -0.7993 -3.1294 3.6183 -0.001
F 0.9400 -4.3995 3.5879 0.000

=====

The least stable of them is one.